i.
Computed, not measured: the ion C4H8N with charge +1, with the ωB97M-V functional and the def2-TZVPD basis.

Structure (XYZ):
```
13
Properties=species:S:1:pos:R:3:mulliken_charge:R:1
C -0.717 0.778 0.227 -0.5692
C -1.373 -0.579 -0.271 -1.1218
C 0.754 0.661 -0.253 0.1276
C 1.758 0.142 0.700 -0.0398
N 1.361 -0.668 -0.199 -0.1500
H -1.127 1.708 -0.123 0.3595
H -0.832 0.656 1.235 0.3158
H -2.416 -0.580 -0.087 0.3684
H -0.829 -1.329 0.234 0.3605
H 0.966 1.239 -1.175 0.3597
H 2.465 0.308 1.619 0.3590
H -1.162 -0.745 -1.377 0.3128
H 1.152 -1.594 -0.531 0.3175
```

Output
SMILES: CC[C@H]1C=[NH+]1
Total charge: +1
Lowest unoccupied orbital energy: -5.64 eV
Highest occupied orbital energy: -16.4 eV
Spin multiplicity: 1
HOMO-LUMO gap: 10.7107 eV



ii.
Computed, not measured: the ion C4H8N with charge +1, with the ωB97M-V functional and the def2-TZVPD basis.

Structure (XYZ):
```
13
Properties=species:S:1:pos:R:3:mulliken_charge:R:1
C 0.000 -0.168 1.507 -0.9633
C 0.133 -0.477 0.025 0.6704
C 0.205 -1.631 -0.619 -0.8218
C -0.199 1.784 -0.743 -0.2858
N 0.374 0.639 -0.877 -0.0910
H -0.700 -1.075 1.965 0.2808
H -0.352 0.834 1.902 0.3885
H 0.989 -0.310 1.901 0.3147
H -0.112 -1.781 -1.777 0.2460
H 0.124 -2.601 -0.061 0.2803
H 0.279 2.669 -1.121 0.3300
H -1.261 1.736 -0.231 0.3243
H 0.520 0.380 -1.873 0.3270
```

Output
SMILES: C=[NH+]C(=C)C
Total charge: +1
Lowest unoccupied orbital energy: -6.41 eV
Highest occupied orbital energy: -14.6 eV
Spin multiplicity: 1
HOMO-LUMO gap: 8.1451 eV



Quick one: most stable of them? i



i.
Computed, not measured: an isolated molecule of C19H24N4O6S, with the ωB97M-V functional and the def2-TZVPD basis.

Structure (XYZ):
```
54
Properties=species:S:1:pos:R:3:mulliken_charge:R:1
C -3.810 -1.645 2.791 -1.4707
C -2.839 -2.106 1.711 0.4659
O -3.343 -1.931 0.384 -0.6159
C -3.378 -0.623 -0.064 0.2589
C -4.488 0.181 0.133 -0.1695
C -4.504 1.479 -0.354 -0.6365
C -3.417 1.970 -1.054 -0.5198
C -2.312 1.167 -1.283 -0.8619
C -2.277 -0.127 -0.782 0.4584
N -1.212 -1.010 -0.981 0.0570
C 0.080 -0.719 -1.261 -0.0970
O 0.489 0.410 -1.465 -0.6139
C 0.965 -1.960 -1.296 0.6624
C 1.660 -2.180 0.068 -1.4710
N 2.776 -1.305 0.285 0.2640
S 2.756 -0.189 1.490 1.2310
O 2.161 -0.781 2.643 -0.6751
O 4.102 0.302 1.613 -0.8082
C 1.703 1.181 0.973 -0.0667
C 2.138 2.321 0.386 0.9310
N 1.237 3.305 0.091 -0.0179
C -0.113 3.256 0.375 0.1723
O -0.862 4.159 0.107 -0.6418
N -0.497 2.098 0.998 0.1413
C 0.290 0.971 1.203 0.0044
O -0.232 -0.071 1.531 -0.5868
H -1.495 1.985 1.148 0.2129
H 1.550 4.131 -0.403 0.2563
C 3.541 2.611 -0.016 -1.8108
H 4.224 1.971 0.535 0.3727
H 3.658 2.417 -1.082 0.3075
H 3.781 3.656 0.170 0.5973
C 3.754 -1.236 -0.770 -0.9727
C 3.104 -0.869 -2.100 -0.1398
C 2.009 -1.884 -2.420 -1.4676
H 1.513 -1.616 -3.355 0.4374
H 2.457 -2.873 -2.543 0.4084
H 2.657 0.122 -2.032 0.0884
H 3.855 -0.867 -2.891 0.4296
H 4.242 -2.216 -0.854 0.4135
H 4.499 -0.504 -0.461 0.4413
H 2.019 -3.217 0.104 0.4137
H 0.967 -2.018 0.896 0.5929
H 0.323 -2.829 -1.477 0.4988
H -1.444 -1.953 -0.689 0.4425
H -1.471 1.541 -1.843 0.4467
H -3.422 2.981 -1.430 0.4016
H -5.369 2.102 -0.187 0.4073
H -5.339 -0.219 0.662 0.5136
H -2.674 -3.184 1.792 0.3563
H -1.883 -1.582 1.824 -0.1888
H -4.776 -2.130 2.665 0.3364
H -3.946 -0.567 2.750 0.3745
H -3.407 -1.906 3.765 0.4364
```

Output
SMILES: CCOc1ccccc1NC(=O)[C@H]1CCCN(S(=O)(=O)c2c(C)[nH]c(=O)[nH]c2=O)C1
Total charge: 0
Lowest unoccupied orbital energy: 0.56 eV
Highest occupied orbital energy: -8.6 eV
Spin multiplicity: 1
HOMO-LUMO gap: 9.1487 eV



ii.
Computed, not measured: an isolated molecule of C19H24N4O6S, with the ωB97M-V functional and the def2-TZVPD basis.

Structure (XYZ):
```
54
Properties=species:S:1:pos:R:3:mulliken_charge:R:1
C 5.926 4.157 0.489 -1.2396
C 6.079 2.790 -0.152 -0.2172
H 5.899 2.835 -1.232 0.3078
H 7.083 2.383 0.008 0.3029
O 5.122 1.911 0.441 -0.3349
C 5.163 0.638 -0.003 0.7979
O 5.936 0.241 -0.843 -0.6458
N 4.264 -0.155 0.630 0.2220
C 3.250 0.313 1.546 -0.9281
H 3.313 -0.276 2.469 0.2391
H 3.426 1.362 1.776 0.4679
C 1.867 0.128 0.918 -0.7390
N 1.687 -1.255 0.518 0.3050
C 0.630 -1.943 0.990 0.7009
O -0.134 -1.481 1.817 -0.6711
C 0.375 -3.334 0.425 -1.0288
H 1.216 -4.012 0.559 0.4923
H -0.510 -3.738 0.918 0.4791
S 0.048 -3.249 -1.383 -0.2828
C -0.714 -1.684 -1.364 0.5027
N -0.263 -0.581 -1.868 -0.5680
N -1.146 0.373 -1.546 -0.4111
C -2.099 -0.194 -0.852 1.1904
C -3.237 0.478 -0.281 -0.4037
C -3.379 1.843 -0.543 -0.1702
C -4.443 2.551 -0.012 0.5385
C -5.363 1.876 0.793 -0.8732
C -5.228 0.530 1.056 -0.6173
C -4.168 -0.202 0.523 0.4155
O -3.970 -1.526 0.717 -0.3680
C -4.828 -2.222 1.588 -1.0132
H -5.858 -2.231 1.217 0.3561
H -4.447 -3.242 1.617 0.2602
H -4.804 -1.799 2.597 0.3987
H -5.962 0.048 1.683 0.4339
H -6.188 2.433 1.208 0.4323
O -4.677 3.876 -0.209 -0.4656
C -3.779 4.597 -1.020 -0.8100
H -2.768 4.593 -0.601 0.3295
H -3.750 4.196 -2.038 0.3247
H -4.158 5.617 -1.043 0.2280
H -2.628 2.299 -1.166 0.7040
O -1.879 -1.515 -0.715 -0.1422
C 2.689 -1.701 -0.423 -0.5589
H 2.607 -1.095 -1.333 0.2005
C 4.080 -1.520 0.198 -1.2542
H 4.186 -2.183 1.065 0.2927
H 4.856 -1.750 -0.534 0.4871
H 2.546 -2.745 -0.692 0.5212
H 1.769 0.762 0.030 0.2892
H 1.081 0.378 1.633 0.5017
H 6.105 4.090 1.559 0.3148
H 6.642 4.846 0.051 0.3948
H 4.921 4.536 0.328 0.3116
```

Output
SMILES: CCOC(=O)N1CCN(C(=O)CSc2nnc(-c3cc(OC)ccc3OC)o2)CC1
Total charge: 0
Lowest unoccupied orbital energy: 0.33 eV
Highest occupied orbital energy: -8.0 eV
Spin multiplicity: 1
HOMO-LUMO gap: 8.3644 eV



Quick one: most stable of them? i



i.
Computed, not measured: an isolated molecule of C4H6N2OS, with the ωB97M-V functional and the def2-TZVPD basis.

Structure (XYZ):
```
14
Properties=species:S:1:pos:R:3:mulliken_charge:R:1
C -0.235 -0.785 -0.173 0.5113
C -0.852 0.639 -0.204 -0.4605
C 1.516 0.847 0.162 -0.3941
C 1.215 -0.622 -0.022 0.1180
H -2.449 -2.584 0.263 0.3867
H -1.605 0.800 -1.004 0.3103
H -1.469 0.786 0.732 0.2282
H 0.054 2.465 0.101 0.2583
H 2.394 1.097 -0.504 0.2408
H 1.786 1.203 1.176 0.2324
N -0.820 -1.888 -0.095 -0.4695
N 0.290 1.537 -0.291 -0.3707
O -2.186 -1.688 0.002 -0.3662
S 2.361 -1.809 -0.143 -0.2250
```

Output
SMILES: O/N=C1\CNCC1=S
Total charge: 0
Lowest unoccupied orbital energy: -0.96 eV
Highest occupied orbital energy: -8.8 eV
Spin multiplicity: 1
HOMO-LUMO gap: 7.8245 eV



ii.
Computed, not measured: an isolated molecule of C4H6N2OS, with the ωB97M-V functional and the def2-TZVPD basis.

Structure (XYZ):
```
14
Properties=species:S:1:pos:R:3:mulliken_charge:R:1
C 0.891 -1.666 -0.132 -0.0820
C -0.541 -1.556 -0.079 -0.1177
C 1.900 -0.967 -0.605 -0.1550
C 1.196 1.659 0.586 -0.6355
N -1.361 -0.600 -0.316 -0.0001
N -1.607 0.306 -1.160 -0.2030
O -2.685 1.096 -0.783 -0.3202
S 2.136 0.655 -0.667 0.0406
H 1.138 -2.775 0.218 0.1632
H -1.132 -2.501 0.317 0.2135
H 1.351 1.357 1.739 0.2576
H 0.058 1.628 0.295 0.1121
H 1.509 2.652 0.455 0.3426
H -2.853 0.713 0.133 0.3837
```

Output
Total charge: 0
Lowest unoccupied orbital energy (spin up / spin down): -1.06 / -1.08 eV
Highest occupied orbital energy (spin up / spin down): -8.0 / -7.8 eV
Spin multiplicity: 1
HOMO-LUMO gap (spin up / spin down): 6.9385 / 6.7256 eV



iii.
Computed, not measured: an isolated molecule of C4H6N2OS, with the ωB97M-V functional and the def2-TZVPD basis.

Structure (XYZ):
```
14
Properties=species:S:1:pos:R:3:mulliken_charge:R:1
C 1.686 1.386 -0.101 -0.5981
C 2.308 0.423 -0.987 -0.1985
C 0.590 0.710 0.520 0.5521
C -2.265 -1.627 0.346 -0.6878
N 1.594 -0.656 -1.179 -0.7622
N 0.499 -0.453 -0.309 0.4640
O -0.477 1.081 1.191 -0.4760
S -0.985 -1.154 -0.768 -0.0806
H 1.855 2.434 0.075 0.3079
H 3.014 0.758 -1.755 0.3403
H -0.279 2.010 1.520 0.3442
H -3.252 -1.080 -0.015 0.2521
H -1.872 -1.157 1.186 0.2357
H -2.416 -2.673 0.275 0.3070
```

Output
SMILES: CSn1nccc1O
Total charge: 0
Lowest unoccupied orbital energy: 0.37 eV
Highest occupied orbital energy: -8.1 eV
Spin multiplicity: 1
HOMO-LUMO gap: 8.4790 eV



iv.
Computed, not measured: an isolated molecule of C4H6N2OS, with the ωB97M-V functional and the def2-TZVPD basis.

Structure (XYZ):
```
14
Properties=species:S:1:pos:R:3:mulliken_charge:R:1
C -0.184 0.797 -0.026 0.8828
C -2.270 -0.808 0.240 0.6432
C 1.162 1.499 -0.234 -1.0012
C 0.745 -1.489 0.031 -0.8545
N -1.234 1.577 0.049 -0.6180
N -0.252 -0.493 0.050 -0.3573
O -2.618 -1.947 0.438 -0.4532
S -2.684 0.782 0.185 0.0027
H 1.205 2.002 -1.255 0.2309
H 1.868 0.827 0.205 0.3088
H 1.172 2.403 0.306 0.3459
H 0.923 -1.762 -1.049 0.2919
H 1.708 -1.087 0.362 0.2930
H 0.459 -2.302 0.699 0.2850
```

Output
Total charge: 0
Lowest unoccupied orbital energy: 0.56 eV
Highest occupied orbital energy: -8.5 eV
Spin multiplicity: 1
HOMO-LUMO gap: 9.0629 eV



Quick one: most stable of them? iv



i.
Computed, not measured: an isolated molecule of C4H6N2OS, with the ωB97M-V functional and the def2-TZVPD basis.

Structure (XYZ):
```
14
Properties=species:S:1:pos:R:3:mulliken_charge:R:1
C -0.939 -0.089 -1.104 -0.7192
C -0.889 -0.684 -2.313 0.3814
C 0.069 -0.497 -0.041 0.7444
C 1.331 0.115 1.936 -0.8301
N 0.180 0.368 1.054 -0.0352
N -0.988 -1.127 -3.402 -0.3579
O 0.843 -1.429 -0.237 -0.6056
S -1.059 1.091 1.859 -0.2292
H -1.730 0.603 -0.756 0.2894
H 1.109 -0.642 2.606 0.3528
H 1.997 -0.306 1.071 0.2875
H 1.840 1.001 2.264 0.3040
H -1.100 2.424 1.319 0.1387
H -0.664 -0.828 -4.257 0.2789
```

Output
SMILES: CN(S)C(=O)C=C=N
Total charge: 0
Lowest unoccupied orbital energy: 0.61 eV
Highest occupied orbital energy: -9.0 eV
Spin multiplicity: 1
HOMO-LUMO gap: 9.6027 eV



ii.
Computed, not measured: an isolated molecule of C4H6N2OS, with the ωB97M-V functional and the def2-TZVPD basis.

Structure (XYZ):
```
14
Properties=species:S:1:pos:R:3:mulliken_charge:R:1
C -0.095 1.832 1.244 -0.3168
C -0.268 -0.380 -0.231 0.5376
C 0.799 0.130 -1.160 -0.0310
C -0.662 -1.610 -0.897 -0.6884
H 0.184 2.156 0.249 0.3126
H 0.023 2.527 2.127 0.2396
H -0.133 -1.367 1.514 0.3220
H -1.222 0.223 -0.393 0.2844
H 1.785 0.683 -0.531 0.3069
H -0.495 -1.395 -2.035 0.2901
N -0.071 0.747 1.723 -0.3702
N 0.287 -0.465 1.091 -0.1712
O 0.834 0.117 -2.391 -0.5136
S -0.967 -3.200 -0.310 -0.2020
```

Output
SMILES: C=NN[C@@H](C=O)C=S
Total charge: 0
Lowest unoccupied orbital energy: -0.95 eV
Highest occupied orbital energy: -9.2 eV
Spin multiplicity: 1
HOMO-LUMO gap: 8.3004 eV



iii.
Computed, not measured: an isolated molecule of C4H6N2OS, with the ωB97M-V functional and the def2-TZVPD basis.

Structure (XYZ):
```
14
Properties=species:S:1:pos:R:3:mulliken_charge:R:1
C 0.774 -0.456 0.376 0.3678
C -1.449 0.394 0.815 -0.5022
C -1.228 0.390 -0.766 -0.5525
C 0.349 0.063 -0.960 0.2108
H 2.660 -0.736 -1.026 0.2683
H 0.052 -0.246 2.249 0.3023
H -2.310 -0.207 1.024 0.2955
H -1.407 1.435 1.143 0.2900
H -1.791 -0.449 -1.199 0.2583
H -1.445 1.385 -1.256 0.3549
N 1.969 -0.716 0.779 -0.4230
N -0.342 -0.385 1.258 -0.2708
O 3.001 -0.854 -0.089 -0.2609
S 1.169 0.380 -2.347 -0.3384
```

Output
SMILES: O/N=C1/NCCC1=S
Total charge: 0
Lowest unoccupied orbital energy: -1.10 eV
Highest occupied orbital energy: -8.7 eV
Spin multiplicity: 1
HOMO-LUMO gap: 7.5761 eV



Quick one: most stable of them? i



i.
Computed, not measured: an isolated molecule of C4H6N2OS, with the ωB97M-V functional and the def2-TZVPD basis.

Structure (XYZ):
```
14
Properties=species:S:1:pos:R:3:mulliken_charge:R:1
C -0.306 -0.443 -1.326 -0.4433
C 0.786 -0.235 -0.589 -0.1491
C -1.466 -0.811 -0.613 0.0364
C 1.001 -0.155 0.884 -0.6972
N -1.636 -0.764 0.654 -0.4684
N -1.301 1.575 1.128 -0.6973
O -0.745 -0.226 2.968 -0.5788
S -0.773 0.134 1.599 0.8732
H -0.254 -0.459 -2.383 0.4081
H 1.648 0.097 -1.126 0.3421
H -2.337 -1.262 -1.071 0.4173
H 1.484 -1.099 1.277 0.3329
H 1.642 0.597 1.237 0.3713
H -1.472 2.114 1.976 0.2528
```

Output
SMILES: N=[S@]1(=O)CC=CC=N1
Total charge: 0
Lowest unoccupied orbital energy: -0.72 eV
Highest occupied orbital energy: -9.1 eV
Spin multiplicity: 1
HOMO-LUMO gap: 8.3521 eV



ii.
Computed, not measured: an isolated molecule of C4H6N2OS, with the ωB97M-V functional and the def2-TZVPD basis.

Structure (XYZ):
```
14
Properties=species:S:1:pos:R:3:mulliken_charge:R:1
C 0.671 -0.820 -0.216 0.3386
C -1.668 -1.401 0.391 -0.5169
C -2.081 -0.076 -0.217 -0.5344
C 0.278 0.647 0.025 0.1689
H -0.036 -2.683 -0.153 0.2464
H -2.372 -2.178 0.099 0.3633
H -1.693 -1.338 1.481 0.2729
H -3.002 0.287 0.251 0.3730
H -2.220 -0.182 -1.294 0.2845
H -1.289 1.880 0.172 0.2208
N -0.347 -1.717 -0.116 -0.1841
N -1.040 0.907 0.055 -0.1646
O 1.797 -1.132 -0.515 -0.5752
S 1.422 1.802 0.255 -0.2930
```

Output
SMILES: O=C1NCCNC1=S
Total charge: 0
Lowest unoccupied orbital energy: 0.06 eV
Highest occupied orbital energy: -8.5 eV
Spin multiplicity: 1
HOMO-LUMO gap: 8.5199 eV



Quick one: most stable of them? ii



i.
Computed, not measured: an isolated molecule of C4H6N2OS, with the ωB97M-V functional and the def2-TZVPD basis.

Structure (XYZ):
```
14
Properties=species:S:1:pos:R:3:mulliken_charge:R:1
C 1.596 -0.382 0.045 0.3088
C 0.527 -1.230 -0.060 -0.7125
C -0.617 -0.319 -0.009 0.1280
C -0.132 0.938 0.044 0.3059
H 3.428 -0.033 -0.648 0.2338
H 3.302 -1.535 -0.057 0.2601
H 0.501 -2.254 -0.142 0.5517
H -2.623 -1.203 1.155 0.1351
H -1.724 2.068 -0.137 0.2895
H -0.376 2.845 -0.595 0.2541
N 2.985 -0.603 0.083 -0.5399
N -0.715 2.200 0.081 -0.5533
O 1.251 0.948 0.056 -0.3659
S -2.290 -0.793 -0.080 -0.2954
```

Output
SMILES: Nc1cc(S)c(N)o1
Total charge: 0
Lowest unoccupied orbital energy: 0.79 eV
Highest occupied orbital energy: -7.5 eV
Spin multiplicity: 1
HOMO-LUMO gap: 8.2756 eV



ii.
Computed, not measured: an isolated molecule of C4H6N2OS, with the ωB97M-V functional and the def2-TZVPD basis.

Structure (XYZ):
```
14
Properties=species:S:1:pos:R:3:mulliken_charge:R:1
C 2.278 -0.194 0.128 0.0780
C 0.078 0.293 0.024 0.4965
C -2.172 0.931 -0.108 -0.4749
C -2.253 -0.564 0.387 -0.4833
H 2.076 -1.276 0.140 0.2608
H -0.380 2.160 -0.405 0.2736
H -2.513 0.940 -1.187 0.2634
H -2.835 1.653 0.501 0.2738
H -3.139 -1.146 -0.153 0.3360
H -2.058 -0.881 1.545 0.2867
N 1.237 0.754 0.148 -0.4693
N -0.834 1.346 -0.051 -0.1982
O 3.428 0.088 -0.028 -0.4769
S -0.562 -1.228 -0.217 -0.1660
```

Output
SMILES: O=C/N=C1/NCCS1
Total charge: 0
Lowest unoccupied orbital energy: 0.34 eV
Highest occupied orbital energy: -9.3 eV
Spin multiplicity: 1
HOMO-LUMO gap: 9.6749 eV



iii.
Computed, not measured: a structure of composition C4H6N2OS, with the ωB97M-V functional and the def2-TZVPD basis.

Structure (XYZ):
```
14
Properties=species:S:1:pos:R:3:mulliken_charge:R:1
C -1.148 2.015 -0.104 -1.0604
C -0.151 0.913 0.115 0.3808
C 1.206 1.105 0.080 -0.2124
C 1.623 -0.197 -0.060 0.1049
H -1.947 1.553 -0.905 0.3186
H -0.524 2.878 -0.700 0.2641
H -1.636 2.737 0.926 0.2145
H 1.737 1.996 0.188 0.4206
H 3.165 -1.396 -0.156 0.3256
H -2.828 -0.319 1.176 0.1853
N 0.676 -1.095 0.088 -0.9336
N -0.414 -0.434 0.048 0.6561
O 3.012 -0.473 -0.035 -0.4795
S -2.067 -0.998 -0.086 -0.1848
```

Output
Total charge: 0
Lowest unoccupied orbital energy: 0.02 eV
Highest occupied orbital energy: -8.7 eV
Spin multiplicity: 1
HOMO-LUMO gap: 8.7290 eV



Quick one: most stable of them? i